Record 1
The following is a quantum chemistry calculation of C23H23AsNiP as an isolated structure, from the Open Molecules 2025 dataset.

```
49
Properties=species:S:1:pos:R:3:forces:R:3:lowdin_spin:R:1
C 0.983128 1.080257 -3.280807 -0.153 -4.141 -3.438 0.0252
C -0.191036 1.215890 -4.228855 -0.339 0.356 -1.614 0.2451
C -1.046612 0.099512 -4.075721 0.426 -0.346 -0.600 0.0347
C -0.380229 -0.845893 -3.285301 -0.995 -4.003 -1.727 0.0332
C 0.879058 -0.434691 -3.008740 3.748 0.634 1.037 0.0017
Ni -0.665855 0.632013 -2.262355 -0.829 3.679 4.139 0.4590
P 0.299943 2.664868 -2.248995 -0.389 0.149 1.558 0.0703
H 2.008839 1.258854 -3.456863 0.838 1.205 -0.167 0.0084
H -0.555018 2.052417 -4.849061 0.726 -0.104 0.676 0.0191
H -1.932963 -0.165050 -4.546935 -1.479 0.214 -0.968 0.0009
H 1.671439 -1.076377 -2.516579 -1.185 1.247 -0.393 0.0016
H -0.739744 -1.820494 -3.018359 -0.233 -0.402 -0.209 0.0042
H -1.124605 2.239046 -1.788313 0.488 -0.010 -0.025 0.0000
H -0.087720 3.699317 -3.031987 -0.190 1.076 -0.408 0.0189
H 1.117058 3.015574 -1.209915 -0.014 0.738 0.967 0.0212
C -1.020330 2.920207 3.502817 -0.179 -0.181 -0.099 0.0040
C 0.303993 2.773260 3.060609 -0.361 -0.031 -0.319 0.0034
C 0.561014 1.981364 1.932162 -0.255 -0.020 0.247 0.0129
C -0.493357 1.279275 1.319873 -0.874 0.630 1.245 0.0245
C -1.827938 1.441950 1.758173 0.615 0.249 0.289 0.0059
C -2.094865 2.267744 2.853591 0.491 0.164 0.019 0.0017
As -0.100826 0.054953 -0.075248 1.117 -0.172 -0.996 0.0976
C 1.668735 -0.447365 0.465228 -1.684 0.733 -1.932 0.2177
C 2.835503 -0.271836 -0.351886 0.696 -0.203 -0.035 0.1464
C 4.041507 -0.747996 0.124018 0.136 0.490 -0.919 0.0533
C 4.146269 -1.266657 1.425205 0.581 -0.421 0.272 0.2319
C 3.016584 -1.309506 2.271232 -1.375 0.369 -0.305 0.0743
C 1.777866 -0.916433 1.760957 1.340 -0.901 2.262 0.0999
C -1.295207 -1.416347 0.262077 -1.268 -0.126 0.104 0.0194
C -0.811251 -2.568873 0.871398 -0.363 -0.189 0.186 0.0037
C -1.695268 -3.574620 1.262853 -0.704 0.076 -0.357 0.0025
C -3.071900 -3.443696 0.972207 0.743 0.118 0.148 0.0020
C -3.553281 -2.319548 0.288397 0.039 0.147 -0.133 0.0025
C -2.674808 -1.300736 -0.099485 0.821 -0.436 0.687 0.0038
H -1.224844 3.546077 4.372154 0.023 -0.157 -0.162 0.0004
H 1.146165 3.252307 3.589617 -0.632 -0.187 -0.318 0.0005
H 1.592301 1.862957 1.559628 -0.646 -0.100 0.249 0.0043
H -2.635516 0.891845 1.254915 0.399 0.310 0.320 0.0002
H -3.130153 2.387147 3.210866 0.617 0.014 -0.127 0.0003
H 2.775164 0.222928 -1.321720 0.049 -0.208 0.280 0.0101
H 4.941859 -0.710768 -0.537038 -0.749 0.099 0.657 -0.0009
H 5.090429 -1.628469 1.792798 0.284 -0.061 0.029 0.0212
H 3.091130 -1.644655 3.305683 0.031 0.008 -0.210 0.0027
H 0.884932 -0.975958 2.388072 0.309 0.074 0.019 0.0067
H 0.256978 -2.654757 1.071962 -0.299 0.000 -0.009 0.0035
H -1.313700 -4.447724 1.802285 -0.235 0.249 -0.254 0.0002
H -3.755733 -4.222979 1.291449 -0.008 0.058 -0.045 0.0002
H -4.628306 -2.216596 0.065349 0.601 -0.171 0.098 0.0004
H -3.038838 -0.411724 -0.641402 0.322 -0.517 0.277 -0.0007
```
Positions in Å, forces in eV/Å.

Calculated values
- electronic energy (eV) = -135385.740
- multiplicity = 3
- ΔE to the lowest compared entry with this formula, charge and spin (kcal per mole) = 14.3
- gap between HOMO and LUMO (alpha / beta) (eV) = 3.3 / 5.5
- net charge = -1

=====

Record 2
The following is a quantum chemistry calculation of a 2-piece molecular cluster, C4H10S overall, from the Open Molecules 2025 dataset.

```
15
Properties=species:S:1:pos:R:3:forces:R:3:nbo_charge:R:1
C 0.001520 2.427173 -0.505573 -0.449 -0.326 -0.212 -0.3723
C 1.180365 2.523797 -1.094044 0.233 0.905 0.471 -0.3878
H -0.170930 1.746638 0.317372 0.190 0.341 0.422 0.1837
H -0.883673 2.940803 -0.865797 0.022 -0.278 -0.331 0.1903
H 2.081017 2.263734 -0.547129 -0.003 -0.713 -0.417 0.1921
H 1.313167 3.086973 -2.009369 0.021 0.131 0.074 0.1920
C -1.165308 -0.795450 1.725077 -0.481 -0.924 -0.872 -0.6231
C 0.158699 -1.172726 1.072216 0.247 0.547 -0.014 -0.5143
S 0.065752 -1.335220 -0.731665 -0.170 0.000 -0.296 -0.0414
H -1.726035 -0.167228 1.033349 0.098 0.397 0.179 0.2140
H -1.776903 -1.700377 1.784514 -0.024 0.040 0.345 0.2084
H -1.096927 -0.325998 2.698600 0.193 -0.001 0.132 0.2193
H 0.629297 -2.079328 1.438314 -0.187 -0.012 0.409 0.2145
H 0.857278 -0.351165 1.215529 0.253 -0.019 0.023 0.2120
H -1.193544 -1.790096 -0.814584 0.056 -0.088 0.086 0.1127
```
Positions in Å, forces in eV/Å.

Calculated values
- electronic energy (eV) = -15144.071
- ΔE to the lowest compared entry with this formula, charge and spin (kcal per mole) = 29.9
- SMILES string = C=C.CCS
- gap between HOMO and LUMO (eV) = 9.9
- net charge = 0